C15H31ClP2Pd as an isolated structure in a non-equilibrium geometry, computed with wB97M-V/def2-TZVPD.

```
50
Properties=species:S:1:pos:R:3:mulliken_spin:R:1
P -0.3611 -1.2303 -1.3050 0.01
P 0.7464 2.0504 -0.0763 0.09
C 0.4188 0.1449 -2.2547 0.06
C 1.3145 1.1467 -1.5457 0.00
H -0.4300 0.6172 -2.7640 0.01
H 1.0322 -0.2592 -3.0692 0.00
H 2.3144 0.7727 -1.3116 0.01
H 1.4767 1.9800 -2.2356 -0.01
C -0.1592 3.3807 -0.9209 0.08
H -0.3136 4.2580 -0.2863 0.00
H -1.1130 3.0787 -1.3720 0.00
H 0.4951 3.6804 -1.7471 0.01
C 2.2536 2.7391 0.4837 -0.01
H 2.3928 3.5899 -0.1578 -0.02
H 3.0710 2.0094 0.3808 0.01
H 2.1268 3.4232 1.5064 0.00
C -1.7585 -2.2103 -2.1790 0.12
H -1.8538 -3.2399 -1.8019 0.00
H -1.5552 -2.2894 -3.2521 0.01
H -2.7585 -1.7656 -2.0299 -0.01
C 0.7913 -2.4662 -2.3433 0.09
H 1.8140 -2.0591 -2.3320 0.00
H 0.4128 -2.4751 -3.3752 0.00
H 0.8058 -3.4884 -1.9247 0.00
Pd 1.9670 2.0036 2.1624 0.06
C -1.3225 0.9510 -0.0851 0.37
C -1.8271 -0.2721 -0.5617 0.02
C -2.5090 -0.9688 0.6698 0.07
C -1.7641 -2.1735 1.2262 0.05
C -0.7696 -2.6383 0.2379 0.63
C 0.5099 -2.0655 0.1935 0.08
C 0.7644 -0.6839 0.9583 0.04
C -0.2935 0.5424 1.0207 0.03
C 1.6738 0.6458 3.8238 0.17
H -1.9640 1.7595 0.2217 -0.02
H -2.5109 -0.0840 -1.3844 0.01
H -3.4760 -1.3043 0.3174 -0.01
H -2.6873 -0.2421 1.4773 0.01
H -1.3113 -1.9310 2.1741 0.02
H -2.4448 -3.0005 1.4784 0.00
H -0.9782 -3.5653 -0.2162 -0.01
H 1.4445 -2.5945 0.0626 0.00
H 1.7129 -0.2681 0.5976 -0.01
H 0.9408 -0.9570 2.0053 0.01
H -0.9844 0.3266 1.8432 0.07
H 0.0446 1.3531 1.8393 0.00
H 2.6537 0.2695 4.1228 0.00
H 1.0197 -0.1973 3.5819 -0.02
H 1.2463 1.2543 4.6556 -0.01
Cl -0.2983 2.4525 3.4913 0.01
```

Output
* strongest force on any atom: 0.1354 hartree/bohr
* 2S+1: 3
* E: -50621.0182 eV
* relative energy (zero: lowest compared OMol25 entry of this formula, charge and spin): 847.29 kJ/mol
* charge: 0

***

C15H31ClP2Tc as an isolated structure in a non-equilibrium geometry, computed with wB97M-V/def2-TZVPD.

```
50
Properties=species:S:1:pos:R:3:mulliken_spin:R:1
P 0.1177 -1.9809 -1.2036 0.62
P -0.5385 1.9120 -2.6338 -0.02
C 1.6841 -1.2357 -3.9214 0.26
C 1.7596 0.1345 -4.2193 -0.15
H 1.1219 -2.1264 -4.2856 0.03
H 2.3376 -1.5225 -3.0810 -0.01
H 2.1813 0.7349 -3.3666 0.00
H 1.9895 0.6340 -5.1440 0.10
C -1.7860 3.2815 -2.8989 0.00
H -1.8537 3.8804 -1.9694 0.00
H -2.7383 2.7226 -3.0018 0.00
H -1.5619 3.8559 -3.8266 0.00
C 0.9782 2.8538 -2.1520 0.01
H 1.1363 3.6374 -2.8785 0.00
H 1.8320 2.2022 -2.1812 0.00
H 0.9342 3.1995 -1.1356 0.00
C -1.0852 -3.2877 -1.6866 0.08
H -0.9999 -4.0602 -0.9257 0.03
H -0.8740 -3.7723 -2.6679 0.00
H -2.0822 -2.8522 -1.7353 0.00
C 1.7833 -2.7232 -1.2444 0.05
H 2.4658 -1.8806 -1.4204 0.01
H 1.9553 -3.4540 -2.0489 0.00
H 2.0574 -3.1800 -0.2657 0.01
Tc -0.2540 0.2605 -4.7622 2.04
C 0.0607 1.8743 -6.0699 -0.13
C -1.3631 1.7114 -5.7633 0.04
C -2.3265 1.1882 -6.7789 0.03
C -1.7664 -0.1148 -7.3988 0.01
C -0.9928 -0.8488 -6.3128 -0.02
C 0.4254 -1.0278 -6.3602 -0.08
C 1.3543 -0.0823 -7.0795 0.01
C 0.7804 1.3023 -7.3408 0.03
C 0.0623 -2.0061 0.5495 0.06
H 0.5347 2.8137 -5.6678 0.02
H -1.8493 2.4652 -5.1510 -0.04
H -2.6334 1.8837 -7.5816 0.00
H -3.2755 1.0111 -6.2511 0.00
H -2.6441 -0.6856 -7.7214 0.00
H -1.2494 0.1213 -8.3416 0.00
H -1.6144 -1.4934 -5.6623 0.00
H 0.8526 -1.9979 -6.1751 0.00
H 1.9114 -0.4916 -7.9167 0.00
H 2.1746 0.0113 -6.3540 0.01
H 1.6132 1.9729 -7.5480 0.00
H 0.2921 1.2742 -8.3035 0.00
H 0.8565 -1.3041 0.8667 0.00
H 0.3023 -3.0860 0.8161 0.03
H -0.8730 -1.6261 0.9493 0.00
Cl -1.3437 1.3978 -0.7892 0.01
```

Output
* strongest force on any atom: 0.0638 hartree/bohr
* 2S+1: 4
* E: -49334.5813 eV
* relative energy (zero: lowest compared OMol25 entry of this formula, charge and spin): 0.00 kJ/mol
* charge: +2

***

C15H31F5OP2ReTe as an isolated structure in a non-equilibrium geometry, computed with wB97M-V/def2-TZVPD.

```
56
Properties=species:S:1:pos:R:3:mulliken_spin:R:1
P -0.0549 -3.3651 -1.5476 -0.02
P 0.2168 -0.1846 -1.3751 0.01
C -0.3135 -2.3098 -3.1162 0.05
C 0.6084 -1.1318 -3.0056 0.04
H -1.3628 -2.0295 -3.0281 0.01
H -0.1789 -2.9897 -3.9615 0.00
H 1.6501 -1.4570 -2.8459 0.01
H 0.4965 -0.4660 -3.8505 0.00
C -1.3010 0.8083 -1.7281 0.02
H -1.0669 1.8226 -1.4004 0.01
H -2.1978 0.4899 -1.1965 0.00
H -1.5243 0.8824 -2.8005 0.00
C 1.2147 1.1869 -2.1889 0.05
H 0.9005 1.4240 -3.2249 0.00
H 2.2704 0.9253 -2.2714 0.00
H 1.1467 2.1630 -1.6587 0.02
C -1.3398 -4.6642 -1.8635 0.01
H -1.7953 -5.0284 -0.9185 0.00
H -0.8459 -5.4975 -2.4030 0.00
H -2.1205 -4.2169 -2.5109 0.00
C 1.5384 -4.1570 -1.9926 0.03
H 2.1329 -3.4304 -2.5612 0.00
H 1.2775 -5.0387 -2.5824 0.00
H 2.0849 -4.4610 -1.0964 0.00
Re 0.1828 -1.9116 0.0424 0.94
C 0.3890 3.5195 2.6973 0.00
C -0.6209 4.0401 1.8226 0.14
C -2.1958 3.8676 1.9549 0.02
C -2.2193 3.0632 0.6112 0.02
C -0.6919 2.9927 0.6329 0.02
C 0.4530 3.0966 -0.2187 1.46
C 1.7030 2.9826 0.5904 0.06
C 1.4987 2.7426 2.1475 0.07
C 1.5321 -3.1735 1.0580 -0.03
H 0.3821 3.7475 3.7573 0.01
H -0.3851 5.0357 1.3828 -0.01
H -2.7004 4.8322 1.8729 0.00
H -2.4422 3.2593 2.8433 0.00
H -2.6619 2.0656 0.7622 0.00
H -2.5818 3.5476 -0.3028 0.00
H -0.4870 1.9850 1.0308 0.09
H 1.5434 -0.9031 0.1922 -0.01
H 2.3157 3.8771 0.4526 0.01
H 2.3045 2.1605 0.1954 0.02
H 1.2381 1.6795 2.2837 -0.01
H 2.4391 2.8526 2.7115 0.00
H 2.4455 -2.5770 0.9814 0.00
H 1.6897 -4.1801 0.6724 0.03
H 1.2416 -3.1462 2.1230 0.01
F 0.3202 0.3204 4.1987 0.00
Te -1.1611 -0.6776 3.5265 0.00
F -1.8937 1.1260 3.3515 0.00
F 0.0614 -2.1785 3.7871 0.00
F -1.6766 -0.7395 5.4162 0.00
F -0.0905 -0.3151 1.7992 0.03
O -1.3679 -2.2666 0.7516 -0.09
```

Output
* strongest force on any atom: 0.1905 hartree/bohr
* 2S+1: 4
* E: -59668.5027 eV
* relative energy (zero: lowest compared OMol25 entry of this formula, charge and spin): 375.63 kJ/mol
* charge: +2

***

C15H31N4O6P2PtS2Se as an isolated structure, computed with wB97M-V/def2-TZVPD.

```
62
Properties=species:S:1:pos:R:3:lowdin_charge:R:1
Pt -0.5297 -0.1685 -0.2789 0.98
N 0.8569 -2.8619 -0.1063 0.10
C 1.6866 -2.4544 1.0592 -0.52
C 2.4790 -3.6564 1.5415 -0.09
P 0.5867 -1.7902 2.4061 0.32
O 1.6067 -0.7277 3.0995 -0.19
O 0.2524 -2.8612 3.3583 -0.29
O -0.5187 -0.9881 1.7500 -0.43
P 2.7790 -1.1234 0.3468 0.30
O 4.0138 -1.0920 1.3973 -0.15
O 3.2519 -1.6341 -0.9615 -0.31
O 2.0219 0.1774 0.4476 -0.38
H 0.1215 -3.5425 0.1082 0.11
H 1.4699 -3.1712 -0.8668 0.14
H 0.3263 -2.0054 -0.4456 -0.01
H 1.8062 -4.4799 1.7860 0.08
H 3.0213 -3.4036 2.4495 0.08
H 3.2013 -3.9678 0.7823 0.08
H 1.6415 0.0385 2.4953 0.00
H 3.6767 -0.8576 2.2727 0.05
S -2.2795 -2.5307 -0.9699 0.38
C -2.4819 -0.8019 -0.6099 -1.28
N -3.0656 -0.4577 0.6412 -0.16
C -4.4445 -0.0369 0.5295 -0.28
C -4.4460 0.9610 -0.6167 -0.46
S -3.3831 0.1703 -1.8546 0.83
H -2.8753 -1.1825 1.3229 0.09
H -4.7743 0.4221 1.4647 0.11
H -5.1097 -0.8818 0.2904 0.11
H -4.0232 1.9143 -0.3013 0.00
H -5.4400 1.1031 -1.0355 0.07
C -1.8545 2.0370 3.2610 -0.04
N -0.5479 2.3490 2.7275 -0.12
C 0.6481 2.0589 3.3356 -0.06
C 1.6280 2.3623 2.4546 -0.08
N 1.0219 2.8455 1.3219 -0.12
C 1.6910 3.1118 0.0713 -0.05
C -0.3192 2.8372 1.4884 -0.75
Se -1.5844 3.3341 0.2608 0.62
H -1.8381 2.1803 4.3404 0.09
H -2.1084 1.0058 3.0107 0.08
H -2.5779 2.7074 2.7996 0.05
H 0.6923 1.6284 4.3176 0.13
H 2.6931 2.2490 2.5204 0.13
H 2.7155 3.4136 0.2814 0.09
H 1.1606 3.9083 -0.4461 0.06
H 1.6893 2.2024 -0.5330 0.05
C 1.5120 0.9446 -3.5913 -0.04
C 0.2742 0.0892 -3.2490 -0.66
C 0.6658 -1.3827 -3.2221 -0.08
C -0.8242 0.3336 -4.2972 -0.06
C -0.2299 0.6105 -1.9445 -0.19
H 1.9178 0.6185 -4.5505 0.09
H 2.2846 0.8153 -2.8340 0.08
H 1.2537 2.0004 -3.6657 0.08
H 0.9160 -1.7221 -4.2297 0.08
H -0.1637 -1.9835 -2.8428 0.03
H 1.5448 -1.5167 -2.5921 0.05
H -0.4348 0.0514 -5.2774 0.08
H -1.1236 1.3803 -4.3268 0.08
H -1.7040 -0.2704 -4.0852 0.05
H -0.4259 1.6912 -2.0057 0.02
```

Output
* strongest force on any atom: 0.0101 hartree/bohr
* E: -143151.9863 eV
* relative energy (zero: lowest compared OMol25 entry of this formula, charge and spin): 88.82 kJ/mol
* charge: -1